Formula: C18H16BF4NO9S5Zr
Source: the Open Molecules 2025 dataset
Level of theory: the ωB97M-V functional and the def2-TZVPD basis

Cartesian coordinates (Å):
Zr (-0.2449, -0.5711, -0.3527)
S (1.7118, 0.2331, 1.4567)
S (2.5166, -0.1538, -1.7238)
S (-2.6053, -2.2613, -1.7206)
S (-1.7782, 2.0605, 2.2406)
S (-3.8940, -1.1359, -0.7308)
F (-2.2995, -3.0610, 1.8036)
F (-0.3172, -2.9344, 0.6048)
F (-0.3992, -2.4318, 2.8531)
F (-1.3608, -0.9872, 1.2833)
O (1.4641, -1.1270, -1.3165)
O (-2.6972, -3.6155, -1.2234)
O (1.7769, 0.7213, 2.8047)
O (-2.9026, -2.1117, -3.1365)
O (1.3964, -1.1837, 1.2996)
O (3.2158, -0.5568, -2.9188)
O (-1.1566, -1.7444, -1.5013)
O (0.7825, 0.9753, 0.5824)
O (2.0607, 1.2058, -1.6938)
N (-3.8045, 0.3656, 2.2278)
C (-1.4711, 1.0720, -1.3252)
C (6.0654, -0.2732, 0.2179)
C (-3.6342, -0.3065, 4.8541)
C (-2.7563, 0.5922, 4.3285)
C (3.7528, -0.1608, -0.4175)
C (-2.8163, 0.9642, 2.9523)
C (-4.6682, -0.5411, 2.7301)
C (3.4152, 0.2706, 0.8641)
C (5.0729, -0.4251, -0.7390)
C (4.4110, 0.4319, 1.8147)
C (-0.1375, 2.6748, -2.7486)
C (-0.6781, 1.3985, -2.5262)
C (-0.4604, 0.4374, -3.5353)
C (5.7336, 0.1692, 1.4909)
C (0.2963, 0.7293, -4.6572)
C (-4.6446, -0.8763, 4.0470)
C (0.6132, 2.9631, -3.8727)
C (0.8423, 1.9925, -4.8367)
B (-1.0889, -2.4601, 1.6699)
H (-5.3412, -0.9741, 2.0049)
H (4.1178, 0.7476, 2.8061)
H (-0.3076, 3.4416, -2.0006)
H (5.2845, -0.7580, -1.7460)
H (-0.9033, -0.5427, -3.4320)
H (7.0973, -0.4892, -0.0295)
H (-5.3530, -1.5813, 4.4543)
H (1.0279, 3.9578, -4.0019)
H (-3.5493, -0.6045, 5.8924)
H (1.4397, 2.2119, -5.7142)
H (-2.4022, 0.5949, -1.6177)
H (-1.6727, 1.9547, -0.7189)
H (-3.7538, 0.4142, 1.2072)
H (0.4585, -0.0364, -5.4073)
H (6.5076, 0.2990, 2.2368)
H (-1.9620, 1.0261, 4.9167)

Atoms 1-6, force components in eV/Å:
-0.6 0.6 0.0
1.5 0.1 2.2
2.0 0.9 -1.1
-2.4 -1.3 -1.1
-0.1 0.1 0.1
-0.4 0.4 0.5

The calculation puts the maximum force at 2.99 eV Å⁻¹. Its energy is -105858.5594 eV. The HOMO energy is -2.13 eV. The charge is -2. The value obtained for the orbital gap is 6.352 eV. Its energy relative to the best compared isomer or geometry (same formula, charge and spin) is 2.243 eV.


Formula: C3H3CsMgO3
Source: the Open Molecules 2025 dataset
Level of theory: the ωB97M-V functional and the def2-TZVPD basis

Cartesian coordinates (Å):
Cs (2.0993, -3.7043, -3.5905)
Mg (-2.4321, 3.5758, 1.3413)
O (1.2998, -1.8743, 0.0995)
O (-1.9867, 1.8028, 0.2167)
O (-0.0298, 1.1879, 1.1264)
C (0.0575, 0.0928, 0.3571)
C (-1.1058, 2.0317, 1.0558)
C (0.9110, -0.9440, 0.8298)
H (1.2058, -0.9094, 1.8925)
H (-0.7664, -0.1119, -0.3305)
H (0.7474, -1.1471, -2.9981)

Atoms 1-6, force components in eV/Å:
0.0 0.0 0.3
0.4 -0.6 -0.2
-0.1 0.0 0.2
-0.9 0.6 -0.7
-0.6 2.6 0.8
-0.6 -1.6 -0.2

The calculation puts the maximum force at 2.79 eV Å⁻¹. The spin multiplicity is 2. Its energy is -15281.8815 eV. The HOMO energy (alpha / beta) is -8.36 / -8.32 eV. The charge is +1. The value obtained for the orbital gap (alpha / beta) is 3.174 / 3.126 eV. Its energy relative to the best compared isomer or geometry (same formula, charge and spin) is 5.022 eV. As for the expectation value of S²: 0.75.


Formula: C32H41Al2Cl5F12N6NaO10S3
Source: the Open Molecules 2025 dataset
Level of theory: the ωB97M-V functional and the def2-TZVPD basis

Cartesian coordinates (Å):
Cl (6.7233, 6.2947, 8.1522)
Cl (6.2742, 4.6619, 10.5219)
Cl (4.6580, -1.9951, 2.3096)
Cl (4.4233, 4.5122, 8.2781)
Cl (-3.7830, -0.4344, 8.7573)
S (-1.0632, -2.1081, 3.0362)
S (0.5696, -1.4885, 5.5475)
S (5.7265, 3.1654, -1.3371)
Al (-6.4705, -0.7947, -6.9204)
Al (-7.1909, -0.9605, -1.6880)
Na (-4.7929, -1.9269, 2.2489)
F (-7.3377, -1.7538, -8.1741)
F (4.7819, 3.1333, -5.0588)
F (-6.2397, 0.8919, -7.5079)
F (0.9170, 1.8526, -6.3595)
F (3.2383, 1.9357, -5.9968)
F (-7.4403, -0.7745, -5.4029)
F (-4.8646, -1.5428, -6.5967)
F (1.4115, 4.1448, -5.5942)
F (3.1432, 4.6006, -6.8332)
F (-0.9582, 1.0956, -5.5743)
F (0.3523, 2.5912, -3.6568)
F (0.2204, 0.4766, -3.1637)
O (-4.6274, -0.7152, 9.9021)
O (3.0315, 2.5446, -3.8215)
O (-3.3705, 0.9553, 8.7903)
O (-5.5872, 3.2399, -5.5999)
O (-2.6113, -1.2875, 8.8000)
O (8.2315, 2.7682, 5.1818)
O (5.3549, 3.6379, 2.3977)
O (-3.4511, -5.8369, -5.8874)
O (-1.6879, -4.6252, -5.4013)
O (-4.5229, -0.6900, 7.5368)
N (8.6648, 2.1542, 2.0645)
N (-2.3614, -0.9704, 5.3352)
N (-4.6361, -1.2932, -0.6183)
N (5.1124, 1.5801, 1.2245)
N (-2.4799, -5.1364, -6.2070)
N (6.2984, -1.3523, 3.4838)
C (-3.1302, -5.4408, -8.5820)
C (7.7152, 3.2699, 6.6614)
C (5.7548, 2.2083, 2.4854)
C (2.7638, 4.2604, -5.5723)
C (-3.3797, -3.3596, 5.3318)
C (0.3924, 1.0103, -5.4404)
C (5.5016, 5.5662, 9.2087)
C (5.1779, 1.3883, 3.7527)
C (3.0507, -0.0505, 4.7857)
C (-1.1047, -1.5113, 4.6264)
C (5.7574, -0.1750, 3.5858)
C (-2.8927, -5.2303, -9.9417)
C (-1.1402, -4.1446, -8.0450)
C (-1.7841, -4.4874, -10.3513)
C (6.7246, 3.1855, 5.2360)
C (2.3287, 1.3006, -3.7601)
C (-2.2483, -4.8998, -7.6370)
C (3.5155, 1.1872, 3.7602)
C (-5.0771, -3.2299, -3.6189)
C (-2.4076, 0.4841, 4.9320)
C (-3.5672, -3.1139, -3.8025)
C (-0.9115, -3.9432, -9.4076)
C (-3.8512, 1.2294, 5.1320)
C (0.8160, 1.3657, -4.0203)
C (7.3861, 1.9803, 2.1830)
C (-5.1249, -1.5863, -1.7430)
C (-3.5840, -1.7512, 4.9172)
C (1.3891, 0.0954, 4.9068)
C (5.3243, 2.4904, 0.1937)
C (-5.7142, -1.9397, -3.0989)
C (5.5531, 1.8464, 5.2491)
C (3.4349, 2.9548, -5.1267)
H (-2.5762, -3.4773, 6.1959)
H (-0.0505, -3.3642, -9.7345)
H (1.0645, 1.0566, 5.4975)
H (3.0889, 2.2129, 4.1812)
H (-3.7029, 2.3491, 5.5042)
H (-1.5985, -4.3325, -11.4128)
H (-3.5698, -5.6487, -10.6832)
H (-3.0831, -3.9714, 4.3696)
H (2.8241, 0.5192, -4.3489)
H (3.2221, -1.1107, 4.2876)
H (8.6098, 4.0362, 6.6744)
H (2.4501, 0.9743, -2.7195)
H (-3.9968, -6.0247, -8.2790)
H (3.0214, 5.0832, -4.9005)
H (6.3630, 4.2709, 4.7188)
H (3.5347, 0.0255, 5.8474)
H (6.0429, 1.0210, 5.9178)
H (-3.0584, -2.9182, -2.8533)
H (-4.4010, -3.7475, 5.8125)
H (-4.6211, 3.2871, -5.5412)
H (-0.4508, -3.7139, -7.3221)
H (-1.6412, 1.0510, 5.6510)
H (-5.5351, -1.1140, -3.7961)
H (0.6858, -0.0125, -5.6983)
H (-4.5816, -1.4330, 5.4913)
H (8.0053, 2.2641, 7.1905)
H (-3.3178, -2.3067, -4.5007)
H (-4.3528, 1.3094, 4.0566)
H (-5.5329, -3.4923, -4.5799)
H (3.0783, 0.8904, 2.7193)
H (-3.8440, -1.6742, 3.7680)
H (1.0080, 0.2294, 3.7867)
H (4.5481, 3.7145, 3.0104)
H (-4.5822, 0.7132, 5.8870)
H (-5.2877, -4.0542, -2.9264)
H (-5.7473, 2.6531, -6.3542)
H (-6.7968, -2.0697, -2.9975)
H (-3.1602, -4.0482, -4.2019)
H (4.6572, 2.3924, 5.8131)
H (-1.9442, 0.5815, 3.8520)
H (4.9038, 6.3686, 9.6483)

Atoms 1-6, force components in eV/Å:
-0.2 0.0 0.1
-0.2 0.2 -0.2
2.4 1.2 1.6
0.0 0.0 0.0
0.3 0.1 1.8
-0.3 0.9 2.6

The calculation puts the maximum force at 11.61 eV Å⁻¹. Its energy is -208567.5735 eV. The HOMO energy is -9.75 eV. The charge is +1. The value obtained for the orbital gap is 1.338 eV.


Formula: C29H41F5MnOP2
Source: the Open Molecules 2025 dataset
Level of theory: the ωB97M-V functional and the def2-TZVPD basis

Cartesian coordinates (Å):
Mn (-0.3543, 0.7214, 1.3012)
P (1.2851, -0.1980, 0.1858)
P (-1.3890, 0.4875, -0.6355)
F (-1.7691, -4.0916, 3.7604)
F (-1.7105, -6.5272, -1.1659)
F (-2.5261, -7.8942, 1.0596)
F (-2.5606, -6.6850, 3.5128)
F (-0.9046, -3.9209, -0.9292)
O (-0.9046, -2.7195, 1.5045)
C (0.7701, 2.5320, -3.6463)
C (-1.7118, -5.9165, 0.0422)
C (3.3453, 2.7934, -3.6074)
C (0.1937, -0.2170, -1.3104)
C (2.0007, 3.0820, -4.3166)
C (-3.0716, 2.4102, 2.3178)
C (-1.3066, -4.6074, 0.1646)
C (2.9124, 0.3264, -3.4010)
C (2.3505, 0.1873, -4.7893)
C (0.1918, 1.3765, -4.0167)
C (-1.6798, 0.3430, 3.0046)
C (3.4566, 1.4664, -2.9429)
C (-2.7865, -0.6277, 3.1973)
C (-1.7922, 1.7207, 2.6115)
C (2.1002, -1.7792, 0.3417)
C (-1.8287, 2.1019, -1.3446)
C (-2.1304, -6.6154, 1.1765)
C (0.8202, 0.3803, -4.9340)
C (-0.3208, 0.0969, 3.3987)
C (-0.1709, 3.7537, 2.5065)
C (-1.2915, -3.9222, 1.4186)
C (0.4216, 1.3203, 3.2430)
C (2.4549, 1.1727, 0.0450)
C (-1.7431, -4.6855, 2.5462)
C (-0.4809, 2.3173, 2.7151)
C (0.1308, -1.1648, 4.0294)
C (-2.1465, -5.9983, 2.4260)
C (1.8197, 1.5295, 3.6944)
C (-2.7186, -0.6913, -0.9574)
H (-2.9378, 3.2550, 1.6331)
H (2.5708, -0.8333, -5.1340)
H (0.6216, 0.3864, -2.1210)
H (1.8535, 1.8447, 4.7506)
H (4.1866, 1.4569, -2.1246)
H (-3.8017, 1.7174, 1.8704)
H (-2.5086, -1.6442, -0.4515)
H (0.8850, 3.8895, 2.2301)
H (-0.3540, 4.3472, 3.4200)
H (-3.6554, -0.2810, -0.5587)
H (0.3348, -0.5947, -4.7717)
H (4.1493, 2.9120, -4.3505)
H (3.0388, -0.6169, -2.8524)
H (-2.9191, 2.2136, -1.2887)
H (2.0756, 2.7525, -5.3641)
H (-2.8257, -0.8582, -2.0381)
H (-0.3286, -1.3127, 5.0201)
H (-0.1743, -2.0098, 3.3949)
H (0.2987, 3.2071, -2.9245)
H (0.0367, -1.2466, -1.6645)
H (0.6218, 0.6368, -5.9859)
H (-3.0508, -0.7340, 4.2614)
H (2.8660, 0.8568, -5.4991)
H (1.3539, -2.5167, 0.6689)
H (2.0299, 2.1515, 0.3160)
H (-2.4790, -1.6151, 2.8300)
H (2.3302, 2.3051, 3.1096)
H (2.8870, -1.6975, 1.1005)
H (-1.3695, 2.9031, -0.7507)
H (2.4013, 0.5988, 3.6148)
H (1.9013, 4.1781, -4.3496)
H (-0.8003, 4.1766, 1.7077)
H (1.2193, -1.1978, 4.1505)
H (3.5183, 3.5773, -2.8527)
H (2.5427, -2.0883, -0.6128)
H (-1.5037, 2.2127, -2.3798)
H (3.3495, 0.9806, 0.6541)
H (2.7404, 1.2180, -1.0026)
H (-0.8422, 1.1299, -3.7575)
H (-3.6896, -0.3263, 2.6552)
H (-3.5277, 2.8079, 3.2405)

Atoms 1-6, force components in eV/Å:
-1.0 0.1 2.6
-1.2 0.5 -0.3
0.9 -0.2 0.1
0.1 -0.6 -1.4
0.0 0.5 1.2
0.4 1.4 0.1

The calculation puts the maximum force at 2.80 eV Å⁻¹. The spin multiplicity is 5. Its energy is -96261.2111 eV. The HOMO energy (alpha / beta) is -9.79 / -10.19 eV. The charge is +1. The value obtained for the orbital gap (alpha / beta) is 7.490 / 4.624 eV. As for the expectation value of S²: 6.10.


Look up the charge of the third one.
+1


Which formula does entry 4 have?
C29H41F5MnOP2